Entry a
{"formula": "C3H7NOS", "method": "ωB97M-V/def2-TZVPD", "smiles": "CC(=S)N(C)O", "charge": 0, "lumo_energy_ha": 0.017, "homo_lumo_gap_ev": 8.9, "species": ["N", "C", "C", "S", "C", "O", "H", "H", "H", "H", "H", "H", "H"], "coordinates": [[-0.9165, -0.1469, -0.0975], [0.4311, 1.8379, -0.0349], [0.4398, 0.3113, -0.0837], [1.8583, -0.5659, 0.0492], [-1.2822, -1.6173, -0.0435], [-1.9819, 0.6368, 0.2003], [-2.2534, 1.1692, -0.5864], [-0.4100, 2.4451, -0.5759], [0.5002, 1.9990, 1.2773], [-2.1788, -1.6662, -0.6987], [1.4744, 1.8866, -0.6693], [-0.3924, -2.0983, -0.5703], [-1.7345, -1.9392, 1.0899]]}

Entry b
{"formula": "C3H7NOS", "method": "ωB97M-V/def2-TZVPD", "smiles": "O=CNCCS", "charge": 0, "lumo_energy_ha": 0.028, "homo_lumo_gap_ev": 10.2, "species": ["N", "O", "H", "H", "H", "C", "S", "H", "C", "H", "H", "C", "H"], "coordinates": [[-1.0047, 0.6442, 0.4470], [-3.0498, 0.6128, 1.4181], [-1.9100, -1.0587, 1.1355], [-1.0567, 1.6511, 0.5469], [2.8792, -0.6976, -2.0796], [0.3102, 0.0269, 0.4337], [2.4819, -0.9403, -0.8300], [0.2451, -0.9753, 0.8265], [0.8898, -0.0560, -0.9762], [0.9959, 0.5868, 1.0834], [1.0443, 0.8906, -1.4676], [-2.0702, 0.0324, 1.0238], [0.2451, -0.7169, -1.5615]]}

Most stable structure: entry b

Entry a
{"formula": "C3H7NOS", "method": "ωB97M-V/def2-TZVPD", "smiles": "C=C[C@H](S)ON", "charge": 0, "lumo_energy_ha": 0.035, "homo_lumo_gap_ev": 9.8, "species": ["C", "S", "H", "N", "C", "O", "H", "H", "H", "H", "C", "H", "H"], "coordinates": [[-1.1440, 0.2274, 0.2780], [0.1363, -2.2540, -0.4546], [0.2018, -2.3268, 0.8825], [2.1294, 0.9679, 0.1674], [0.3351, -0.4161, -0.5177], [1.4416, -0.2601, 0.3058], [3.1309, 0.7656, 0.2334], [-3.0975, 0.7544, 0.1710], [1.9001, 1.4351, 1.0162], [-0.9402, 0.2268, 1.2855], [-2.2444, 0.5031, -0.3954], [0.5662, -0.1165, -1.4896], [-2.4152, 0.4931, -1.4826]]}

Entry b
{"formula": "C3H7NOS", "method": "ωB97M-V/def2-TZVPD", "smiles": "N[C@H](C=O)CS", "charge": 0, "lumo_energy_ha": 0.024, "homo_lumo_gap_ev": 9.8, "species": ["O", "H", "H", "H", "C", "C", "H", "N", "C", "S", "H", "H", "H"], "coordinates": [[0.1306, -2.6630, -0.5778], [0.0876, -0.7500, 1.8326], [-1.3727, -1.2547, 1.3606], [1.0625, 1.1578, 0.4617], [-0.3372, -0.3467, -0.1263], [0.3797, 0.9707, -0.3662], [1.5205, -1.2927, -0.9667], [-0.7202, -0.4799, 1.2760], [0.5024, -1.5189, -0.6195], [-0.8231, 2.3410, -0.4415], [-0.0893, 3.2383, 0.1856], [-1.2657, -0.3880, -0.7163], [0.9249, 0.9861, -1.3023]]}

Entry c
{"formula": "C3H7NOS", "method": "ωB97M-V/def2-TZVPD", "smiles": "NCCC(O)=S", "charge": 0, "lumo_energy_ha": 0.017, "homo_lumo_gap_ev": 9.2, "species": ["H", "H", "C", "C", "H", "S", "H", "N", "O", "H", "H", "C", "H"], "coordinates": [[-1.0779, -0.7321, -0.4646], [-0.7709, 0.7079, -1.2559], [-0.1982, -0.1048, -0.8715], [0.4099, 0.3675, 0.4267], [1.3852, -0.0617, -2.2643], [-1.5059, 1.9099, 1.6699], [1.0506, 1.2618, 0.1430], [0.8408, -0.7658, -1.7572], [-0.8526, -0.4479, 2.2605], [1.1029, -0.3999, 0.7595], [-0.0915, -1.1039, 2.3096], [-0.6088, 0.6028, 1.4829], [0.3164, -1.2337, -2.4384]]}

Entry d
{"formula": "C3H7NOS", "method": "ωB97M-V/def2-TZVPD", "charge": 0, "lumo_energy_ha": 0.000, "homo_lumo_gap_ev": 8.7, "species": ["S", "C", "H", "H", "N", "H", "O", "C", "H", "H", "C", "H", "H"], "coordinates": [[2.6317, 0.7682, 0.6582], [-4.1403, 0.7842, 0.0148], [4.3305, 1.9151, 0.0443], [-3.5186, 0.9663, -0.8119], [3.3746, 1.7837, -0.2600], [0.7674, 1.2430, -0.7454], [1.5954, -2.8051, 0.3968], [-4.8459, 0.5652, 0.9517], [0.4472, -0.0120, 0.5981], [2.4354, -2.4265, 0.1253], [1.1047, 0.6648, 0.0915], [-5.4715, 0.3893, 1.7764], [1.0872, -2.9523, -0.4073]]}

Most stable structure: entry b

Entry a
{"formula": "C3H7NOS", "method": "ωB97M-V/def2-TZVPD", "smiles": "N[C@@H](C=O)CS", "charge": 0, "lumo_energy_ha": 0.024, "homo_lumo_gap_ev": 10.1, "species": ["S", "C", "H", "C", "H", "N", "H", "C", "H", "H", "O", "H", "H"], "coordinates": [[-0.9081, -0.7802, -2.1192], [0.7263, 1.1134, 1.2282], [-1.0944, 0.7333, 0.3294], [0.4673, -0.0762, -0.9742], [-1.2635, -1.4125, 0.4650], [-0.5462, -1.0912, 1.1098], [0.9327, 0.7704, -1.4561], [-0.1361, 0.1830, 0.3755], [-1.6699, 0.3265, -1.9953], [0.2892, -1.6511, 0.9612], [1.4646, 1.9034, 0.7125], [1.1015, -0.9631, -0.9479], [0.6366, 0.9445, 2.3111]]}

Entry b
{"formula": "C3H7NOS", "method": "ωB97M-V/def2-TZVPD", "charge": 0, "lumo_energy_ha": -0.098, "homo_lumo_gap_ev": 5.3, "species": ["C", "C", "H", "S", "C", "H", "H", "O", "H", "H", "N", "H", "H"], "coordinates": [[0.1412, 0.1263, 0.1795], [-0.7405, 1.6212, 0.9038], [1.2074, 0.3137, 0.0439], [1.8196, -2.7459, -0.7258], [-0.6705, 1.0238, -0.6198], [0.2443, -1.8590, -0.2024], [-0.2535, 2.5864, 1.0664], [-1.5879, 1.1755, 1.6306], [-1.7233, 0.9960, -0.8697], [-0.0675, 1.5562, -1.3532], [-0.2612, -1.1367, 0.4828], [0.0627, -1.3801, 1.4227], [1.8292, -2.2774, -1.9588]]}

Most stable structure: entry a

Entry a
{"formula": "C2H4N6", "method": "ωB97M-V/def2-TZVPD", "charge": 0, "lumo_energy_ha": -0.035, "homo_lumo_gap_ev": 8.3, "species": ["C", "H", "N", "C", "H", "N", "N", "H", "H", "N", "N", "N"], "coordinates": [[-0.5096, -0.7242, 0.1993], [-1.5393, -1.8459, -0.8608], [0.1241, 0.5693, 0.5519], [0.3823, 1.8154, -1.4648], [-0.1084, 1.1063, -2.2878], [0.8634, -0.8111, 2.1902], [-1.1698, -0.9144, -0.8166], [0.6774, 2.7466, -1.9076], [0.3707, -2.8031, 1.2457], [0.3874, 1.8184, -0.0917], [0.8861, 0.4359, 1.7350], [-0.3645, -1.3932, 1.5072]]}

Entry b
{"formula": "C2H4N6", "method": "ωB97M-V/def2-TZVPD", "smiles": "[H]/N=C(/N)n1cnnn1", "charge": 0, "lumo_energy_ha": 0.017, "homo_lumo_gap_ev": 10.6, "species": ["N", "N", "N", "N", "H", "H", "H", "C", "N", "C", "H", "N"], "coordinates": [[2.2011, -0.8735, -0.3556], [0.4184, -0.0002, 0.0718], [1.0248, -1.1980, -0.2147], [-1.5019, 1.2423, -0.3957], [-0.8061, -1.7904, 0.5288], [-2.6939, -1.3200, -0.2387], [-0.5651, 1.7469, -0.6346], [-1.0646, 0.0896, 0.0013], [-1.6702, -1.1125, 0.2746], [1.2844, 0.9264, 0.4164], [0.8629, 1.7873, 0.4734], [2.5102, 0.5019, 0.0732]]}

Entry c
{"formula": "C2H4N6", "method": "ωB97M-V/def2-TZVPD", "smiles": "C=NN=c1[nH]nn[nH]1", "charge": 0, "lumo_energy_ha": 0.029, "homo_lumo_gap_ev": 9.3, "species": ["N", "N", "N", "N", "N", "H", "H", "N", "C", "C", "H", "H"], "coordinates": [[1.8381, 0.9613, -0.0893], [-1.3802, -0.4023, -0.2153], [2.3909, -1.0227, -0.0022], [2.8767, 0.0927, -0.0494], [1.0470, -0.8787, -0.1090], [1.8503, 2.0960, 0.2752], [0.4547, -1.6490, 0.1205], [-0.6189, 0.8143, -0.1295], [0.6000, 0.3741, -0.0343], [-2.6578, -0.1764, 0.0709], [-3.0748, 0.9284, 0.0636], [-3.3261, -1.1377, 0.0990]]}

Most stable structure: entry b

Entry a
{"formula": "C9H9NO", "method": "ωB97M-V/def2-TZVPD", "smiles": "CC/N=C1\\C=CC=CC1=C=O", "charge": 0, "lumo_energy_ha": [-0.002, -0.002], "homo_lumo_gap_ev": [7.7, 7.7], "species": ["H", "H", "C", "O", "C", "H", "C", "H", "H", "N", "C", "C", "C", "H", "H", "C", "H", "C", "H", "C"], "coordinates": [[-0.0992, -3.2978, -0.0125], [1.9299, 2.1005, -1.3463], [-0.2831, 0.1276, -0.2165], [-2.9132, 2.3927, 0.1650], [2.5585, 1.5227, 0.6263], [3.6173, 1.6230, 0.4009], [-2.3632, 1.3815, 0.0847], [1.3121, -1.3374, -0.2622], [2.1673, 0.3513, -1.1481], [0.3676, 1.2129, -0.4148], [-2.5391, -0.9862, 0.1109], [-1.7484, 0.2175, -0.0041], [-0.5409, -2.3118, -0.0390], [-2.5531, -3.0969, 0.1693], [-3.6089, -0.8733, 0.2199], [1.7777, 1.2576, -0.6625], [2.4244, 0.7017, 1.3299], [0.2415, -1.2240, -0.1793], [2.2109, 2.4393, 1.0935], [-1.9581, -2.2009, 0.0852]]}

Entry b
{"formula": "C9H9NO", "method": "ωB97M-V/def2-TZVPD", "smiles": "OCc1ccc2[nH]ccc2c1", "charge": 0, "lumo_energy_ha": 0.034, "homo_lumo_gap_ev": 8.7, "species": ["C", "H", "C", "C", "C", "C", "H", "H", "H", "H", "H", "C", "H", "C", "H", "O", "N", "C", "H", "C"], "coordinates": [[2.2326, -1.3944, -0.0268], [-1.9082, 1.9717, 0.2639], [0.9842, -0.7390, 0.1209], [-2.7327, -0.7961, 0.1436], [0.2303, 1.6899, 0.1027], [3.1480, -0.3746, -0.1949], [-4.5168, -0.1278, -0.3386], [-2.7582, -1.7682, -0.5550], [4.2811, -0.4247, -0.2936], [-0.4743, -2.2725, 0.2672], [0.5180, 2.7837, 0.2997], [-0.3232, -1.1426, 0.1612], [2.4150, -2.4545, -0.0967], [-1.0746, 1.2335, 0.1869], [-3.0765, -1.0020, 1.1658], [-3.6610, 0.2047, -0.4462], [2.5498, 0.8433, -0.1139], [1.2679, 0.6807, -0.0056], [3.0212, 1.7659, -0.0954], [-1.4096, -0.1594, 0.1369]]}

Most stable structure: entry b

Entry a
{"formula": "C3H3NO2", "method": "ωB97M-V/def2-TZVPD", "charge": 0, "lumo_energy_ha": 0.002, "homo_lumo_gap_ev": 9.7, "species": ["H", "C", "O", "H", "H", "N", "O", "C", "C"], "coordinates": [[0.6681, 0.4102, 1.9334], [-0.9278, -0.7602, 1.1218], [-1.9135, -1.3696, -1.0811], [1.7390, 0.2647, -0.2648], [0.6504, 1.6886, -0.1523], [0.1126, 0.0338, 1.1835], [-0.1521, 0.0155, -1.0469], [0.6891, 0.5826, -0.1153], [-1.1093, -0.7849, -0.4249]]}

Entry b
{"formula": "C3H3NO2", "method": "ωB97M-V/def2-TZVPD", "smiles": "N#C[C@@H](O)C=O", "charge": 0, "lumo_energy_ha": 0.004, "homo_lumo_gap_ev": 11.3, "species": ["O", "C", "C", "O", "H", "H", "H", "N", "C"], "coordinates": [[0.6550, -1.6236, 1.0257], [-0.3105, 0.0684, -0.3185], [0.0339, 1.4970, -0.4583], [0.1522, -0.6906, -1.3840], [0.0154, 0.0762, 1.9268], [-1.4135, 0.0621, -0.2551], [0.5044, -1.5090, -0.9883], [0.1894, 2.6377, -0.5594], [0.1737, -0.5182, 1.0112]]}

Entry c
{"formula": "C3H3NO2", "method": "ωB97M-V/def2-TZVPD", "charge": 0, "lumo_energy_ha": 0.006, "homo_lumo_gap_ev": 10.5, "species": ["N", "C", "O", "O", "C", "C", "H", "H", "H"], "coordinates": [[0.8285, 0.3926, -1.0014], [1.3513, -0.3012, -0.0762], [-2.5558, -1.7243, 0.9569], [-1.0957, 1.0171, 0.1240], [-0.1862, 1.2905, -0.6221], [-1.4300, -1.7066, 1.1015], [-0.0974, 2.2671, -1.1276], [2.0936, -1.0563, -0.3354], [1.0916, -0.1788, 0.9803]]}

Most stable structure: entry b

Entry a
{"formula": "C6H10NO", "method": "ωB97M-V/def2-TZVPD", "charge": 1, "lumo_energy_ha": -0.155, "homo_lumo_gap_ev": 9.6, "species": ["H", "H", "C", "C", "N", "C", "H", "O", "H", "H", "H", "C", "H", "H", "H", "H", "C", "C"], "coordinates": [[0.3156, 1.3285, 3.2816], [-1.7092, 0.4821, 0.7025], [-0.3904, 0.5117, -0.7110], [0.9153, 1.1794, -4.2154], [-0.7846, 0.0375, 0.5714], [-0.5502, -1.3262, 1.0666], [-1.3879, -1.8416, 1.5088], [0.4454, -0.2735, -1.3631], [1.5691, -0.9457, -4.3816], [-1.3133, 0.8398, 3.4227], [0.0241, -2.1320, 0.4957], [-0.3506, 0.4044, 3.1229], [-0.2440, -0.1946, 4.0890], [0.6761, -0.0403, -2.3524], [1.0757, -0.0714, 1.5464], [0.4945, 2.1832, -4.0758], [0.0512, -0.1706, 1.7612], [1.1632, 0.0293, -4.4696]]}

Entry b
{"formula": "C6H10NO", "method": "ωB97M-V/def2-TZVPD", "smiles": "C[N@@H+]1CC=C[C@@]12CO2", "charge": 1, "lumo_energy_ha": -0.113, "homo_lumo_gap_ev": 11.0, "species": ["H", "H", "O", "C", "C", "C", "C", "C", "H", "H", "H", "C", "H", "H", "H", "N", "H", "H"], "coordinates": [[0.9960, -0.1804, 2.9070], [-1.2850, -0.1400, 1.9901], [0.9434, 1.0568, -1.5594], [-1.7438, 0.6504, -0.3727], [-0.5590, -0.5504, 1.3779], [1.1531, -0.2999, -1.9580], [1.5267, 0.3301, 0.7923], [0.8370, -0.1133, 1.8441], [0.4489, -0.8944, -2.5352], [-0.6074, -1.5535, 1.7307], [2.1975, -0.4779, -2.1927], [0.8245, 0.1819, -0.4792], [-2.8008, 0.1774, -0.3129], [-0.5821, -1.0533, -0.7276], [2.4413, 0.6974, 0.8188], [-0.5763, -0.2873, -0.1264], [-1.4740, 0.9970, -1.4065], [-1.7401, 1.4597, 0.2098]]}

Most stable structure: entry b